1.
Density functional theory data (the ωB97M-V functional and the def2-TZVPD basis) for a 2-piece molecular cluster, C6H14NS overall at a distorted geometry.

Element x y z (Å)
C 0.199 -1.130 0.460
N -0.487 -0.131 0.890
C -0.256 1.181 0.216
C -0.893 2.324 1.019
S -1.096 3.855 0.020
C 1.209 1.277 0.131
C 0.573 -1.435 -0.893
C 1.007 -2.780 -1.388
H 1.542 -0.721 -0.712
H 0.482 -1.912 1.182
H -3.918 0.404 1.350
H -0.683 1.226 -0.796
H -1.821 2.012 1.498
H -0.173 2.511 1.822
H 1.263 0.171 -0.209
H 1.485 1.938 -0.693
H 1.720 1.571 1.042
H -3.517 -0.181 1.127
H 0.053 -0.702 -1.517
H 2.087 -2.902 -1.377
H 0.665 -3.004 -2.399
H 0.560 -3.572 -0.777

Properties
- Total energy: -18770.66897 eV
- Total charge: -1
- Kohn-Sham gap: 5.33 eV

---

2.
Density functional theory data (the ωB97M-V functional and the def2-TZVPD basis) for one molecule with the formula C2H3N3O2 at a distorted geometry.

Element x y z (Å)
C -0.075 0.117 0.719
C 0.092 0.276 -0.692
N -0.782 -0.349 -1.438
N -0.965 -0.816 1.055
N 1.163 0.981 -1.058
O -1.445 -1.223 2.107
O -1.577 -1.391 0.001
H 0.301 0.607 1.610
H 1.871 0.954 -0.304
H 1.416 0.845 -2.000

Properties
- Total energy: -10681.53804 eV
- Total charge: 0
- Kohn-Sham gap (alpha / beta): 8.14 / 8.14 eV

---

3.
Density functional theory data (the ωB97M-V functional and the def2-TZVPD basis) for a 2-piece molecular cluster, C13H26N5O2 overall at a distorted geometry.

Element x y z (Å)
C -0.636 1.132 1.447
C -1.041 -0.286 0.679
C -0.648 -0.197 -0.915
N 0.618 -0.928 -1.301
N 1.527 -1.076 -0.324
C 1.862 -2.458 0.128
C 3.099 -2.236 1.237
C 2.990 -0.826 2.062
N 2.909 0.426 1.205
C 2.659 -0.131 -0.216
N 3.572 0.267 -1.156
C 3.475 -0.276 -2.559
C 4.542 0.612 -3.486
N 5.810 0.959 -3.092
H -0.213 1.949 0.690
H 0.202 0.888 2.232
H -1.582 1.647 1.956
H -2.228 -0.344 0.731
H -0.644 -1.241 1.226
H -0.580 0.950 -1.235
H -1.522 -0.680 -1.567
H 0.419 -1.799 -1.866
H 0.976 -2.923 0.780
H 2.232 -3.203 -0.697
H 4.143 -2.323 0.666
H 3.128 -3.115 2.042
H 2.129 -0.924 2.856
H 4.010 -0.725 2.676
H 3.884 0.847 1.231
H 4.341 0.927 -0.899
H 2.429 -0.145 -3.071
H 3.887 -1.375 -2.564
H 4.156 0.992 -4.547
H 6.190 1.540 -3.898
O -4.757 0.755 -1.688
C -5.069 0.830 -0.511
O -4.759 -0.110 0.429
C -5.372 0.245 1.667
C -5.622 1.728 1.576
C -5.881 1.929 0.104
H -6.300 -0.327 1.774
H -4.703 -0.006 2.496
H -6.443 2.066 2.215
H -4.718 2.275 1.868
H -6.934 1.780 -0.148
H -5.537 2.910 -0.233

Properties
- Total energy: -25435.50588 eV
- Total charge: +1
- Kohn-Sham gap: 8.40 eV

---

4.
Density functional theory data (the ωB97M-V functional and the def2-TZVPD basis) for C58H43AsF2MnN5P2Se as an isolated structure at a distorted geometry.

Element x y z (Å)
Mn 0.612 0.625 0.491
F -1.332 -0.826 5.312
C -0.288 -0.793 4.482
C -0.445 -0.198 3.238
C 0.614 -0.134 2.344
C 1.857 -0.696 2.732
C 1.963 -1.317 3.979
F 3.110 -1.906 4.344
C 0.904 -1.377 4.865
C 2.950 -0.458 1.798
C 4.289 -0.804 1.988
C 5.234 -0.469 1.039
C 4.832 0.236 -0.087
C 3.493 0.545 -0.219
N 2.567 0.206 0.679
H -1.414 0.223 3.007
H 1.011 -1.861 5.823
H 4.590 -1.325 2.877
H 6.268 -0.748 1.172
H 5.542 0.544 -0.839
H 3.146 1.080 -1.098
N -1.364 1.044 -1.522
P 0.326 0.973 -1.851
C 0.748 2.597 -2.519
C 1.388 3.588 -1.606
C 1.640 4.896 -2.273
C 1.154 5.197 -3.501
C 0.415 4.256 -4.243
C 0.252 2.969 -3.749
C 0.404 -0.033 -3.360
C 1.633 -0.063 -4.018
C 1.752 -0.705 -5.235
C 0.644 -1.325 -5.795
C -0.569 -1.334 -5.123
C -0.694 -0.690 -3.904
P -1.679 1.077 0.153
C -3.229 0.131 0.293
C -3.836 0.092 1.548
C -5.008 -0.612 1.735
C -5.596 -1.274 0.667
C -5.029 -1.188 -0.595
C -3.846 -0.492 -0.787
C -2.416 2.684 0.603
C -3.341 3.305 -0.234
C -4.028 4.420 0.209
C -3.816 4.904 1.493
C -2.893 4.290 2.326
C -2.186 3.187 1.879
H -2.005 1.470 -2.193
H 2.347 3.228 -1.201
H 2.236 5.611 -1.726
H 1.352 6.166 -3.934
H -0.012 4.519 -5.196
H -0.278 2.245 -4.351
H 2.481 0.452 -3.583
H 2.698 -0.699 -5.756
H 0.728 -1.796 -6.762
H -1.427 -1.824 -5.559
H -1.642 -0.691 -3.387
H -3.398 0.628 2.377
H -5.470 -0.626 2.709
H -6.496 -1.848 0.815
H -5.518 -1.654 -1.437
H -3.412 -0.440 -1.775
H -3.531 2.913 -1.225
H -4.750 4.897 -0.436
H -4.371 5.761 1.844
H -2.738 4.658 3.329
H -1.457 2.706 2.519
Se 2.626 2.994 3.991
N 2.233 4.571 3.302
C 1.618 4.425 2.164
C 1.064 5.462 1.355
C 0.468 5.101 0.213
C 0.453 3.701 -0.304
N 0.827 2.657 0.625
C 1.425 3.044 1.745
N 1.903 2.152 2.610
H 1.119 6.479 1.706
H -0.020 5.826 -0.422
H -0.573 3.504 -0.658
C -1.694 -4.306 -3.378
C -0.311 -4.270 -3.311
C 0.331 -3.530 -2.329
C -0.427 -2.833 -1.393
C -1.816 -2.881 -1.458
C -2.449 -3.605 -2.452
As 0.354 -1.855 0.129
C -0.431 -2.872 1.595
C -1.721 -2.797 2.093
C -2.079 -3.552 3.201
C -1.146 -4.374 3.812
C 0.143 -4.465 3.316
C 0.516 -3.719 2.203
C 1.837 -3.731 1.568
C 2.925 -4.498 1.972
C 4.115 -4.438 1.268
C 4.230 -3.634 0.144
C 3.156 -2.858 -0.268
C 1.969 -2.890 0.446
H -2.183 -4.889 -4.142
H 0.272 -4.831 -4.025
H 1.414 -3.514 -2.281
H -2.393 -2.356 -0.706
H -3.526 -3.633 -2.495
H -2.451 -2.146 1.629
H -3.082 -3.493 3.592
H -1.426 -4.949 4.680
H 0.858 -5.113 3.799
H 2.844 -5.140 2.836
H 4.957 -5.028 1.594
H 5.158 -3.609 -0.406
H 3.246 -2.222 -1.143

Properties
- Total energy: -249797.89502 eV
- <S²>: 6.1314
- Total charge: +2
- Kohn-Sham gap (alpha / beta): 6.92 / 5.26 eV
- Spin multiplicity: 5